The following is a quantum chemistry calculation of a molecular structure, C26H34CrN6S, from the OMol25 dataset.

XYZ file:
```
68
Properties=species:S:1:pos:R:3:forces:R:3
Cr 0.358230 -0.446962 -0.318903 0.3 0.2 -0.1
C 3.529222 -0.438337 0.718649 -0.1 -0.1 0.0
C 2.930640 -0.540477 2.124395 0.0 0.0 0.0
C 1.724486 -1.439251 2.399704 0.0 -0.1 -0.2
N 0.524608 -1.118914 1.631831 0.0 0.2 0.2
C -0.650059 -1.467580 2.130424 -0.4 0.1 -0.1
C -0.768494 -2.338239 3.243172 -0.1 0.0 0.0
C -1.860644 -2.783808 3.964669 0.1 0.0 0.0
C -3.214790 -2.525906 3.826243 0.0 0.0 0.0
C -3.777213 -1.745776 2.833532 -0.1 0.1 -0.1
C -3.191440 -1.042279 1.795877 0.1 0.0 0.1
C -1.837928 -0.863194 1.414445 0.2 -0.2 0.2
N -1.502691 -0.113518 0.385189 -0.1 0.0 -0.1
C -2.510369 0.582656 -0.400457 0.1 -0.2 -0.1
C -1.875295 1.511731 -1.432838 0.1 0.0 0.0
C -1.202311 0.846164 -2.629982 0.0 -0.2 0.1
N -0.080602 0.004318 -2.245347 -0.1 0.0 0.0
C 0.625059 -0.606244 -3.181959 0.3 -0.1 0.1
C 0.313683 -0.493274 -4.552397 0.0 -0.1 -0.1
C 0.858581 -1.098157 -5.678771 -0.1 0.1 0.0
C 1.969333 -1.901149 -5.827108 0.0 0.0 0.0
C 2.844727 -2.248779 -4.803736 0.1 0.0 0.0
C 2.771604 -2.025832 -3.447649 -0.1 0.0 0.0
C 1.756756 -1.443981 -2.638377 -0.2 0.2 -0.2
N 1.761116 -1.539058 -1.329079 -0.1 -0.1 0.0
C 2.653098 -2.447154 -0.619771 -0.1 0.1 0.0
C 3.864038 -1.745644 -0.001073 0.0 0.1 0.0
H 2.867953 0.144952 0.077515 0.0 0.0 0.0
H 4.439435 0.160111 0.803957 0.0 0.0 0.0
H 3.712348 -0.897543 2.804243 0.0 0.0 0.0
H 2.674889 0.474326 2.442177 0.0 0.0 0.0
H 2.006059 -2.493070 2.267167 0.0 0.0 0.0
H 1.504211 -1.324436 3.465039 0.0 0.0 0.0
H 0.169189 -2.753407 3.582364 0.0 0.0 0.0
H -1.602694 -3.459119 4.775339 0.0 0.0 0.0
H -3.886116 -2.989614 4.537166 0.0 0.0 0.0
H -4.860910 -1.676199 2.858337 0.0 0.0 0.0
H -3.900121 -0.536577 1.156641 0.0 0.0 0.0
H -3.162690 -0.137887 -0.913542 0.0 0.0 0.0
H -3.156611 1.173967 0.260657 0.0 0.0 0.0
H -2.656939 2.169253 -1.823998 0.0 0.0 0.0
H -1.136681 2.135931 -0.931076 0.0 0.1 0.0
H -1.950341 0.256305 -3.179106 0.0 0.0 0.0
H -0.863825 1.635788 -3.310344 0.0 0.0 0.0
H -0.541974 0.129972 -4.767067 0.0 0.0 0.0
H 0.326046 -0.873723 -6.598495 0.0 0.0 0.0
H 2.206076 -2.247949 -6.824561 0.0 0.0 0.0
H 3.737017 -2.782006 -5.118895 0.0 0.0 0.0
H 3.628303 -2.381315 -2.892271 0.0 0.0 0.0
H 2.056096 -2.906880 0.169804 0.0 0.0 0.0
H 2.984629 -3.266258 -1.259943 0.0 0.0 0.0
H 4.357023 -2.447045 0.681225 0.0 0.0 0.0
H 4.581020 -1.523612 -0.797289 0.0 0.0 0.0
S 1.437665 2.408951 0.301229 0.0 0.2 -0.1
C 0.060891 3.140148 0.940477 -0.3 -0.3 0.3
N -0.753783 2.449887 1.754622 0.2 0.1 0.1
C -1.958688 2.981256 2.369536 0.1 0.0 -0.1
C -2.560778 4.026312 1.448368 0.0 0.0 0.0
C -1.506016 5.065833 1.113314 0.1 -0.1 -0.1
N -0.305522 4.395963 0.628100 0.2 0.1 0.0
H -0.469722 1.495094 1.919282 -0.1 0.0 0.0
H -1.728837 3.421544 3.344763 0.0 0.0 0.0
H -2.651504 2.156490 2.533477 0.0 -0.1 0.0
H -3.417987 4.501669 1.924477 0.0 0.0 0.0
H -2.901055 3.544267 0.528484 0.0 0.0 0.0
H -1.279907 5.676494 1.992214 0.0 0.0 0.0
H -1.861426 5.732773 0.328912 0.0 0.0 0.0
H 0.351935 4.887995 0.047017 -0.1 0.0 0.0
```
Positions in Å, forces in eV/Å.

**HOMO level (alpha / beta)**: -6.150 / -6.851 eV
**<S²>**: 6.030
**Kohn-Sham gap (alpha / beta)**: 6.64 / 7.24 eV
**Multiplicity**: 5
**Charge**: 0
**LUMO energy (alpha / beta)**: 0.488 / 0.390 eV

Let us look at the natural (NBO) charges, expressed in e, one per atom: number 1, Cr, carries 1.190; number 2, C, carries -0.401; number 3, C, carries -0.397; number 4, C, carries -0.232; number 5, N, carries -0.635; number 6, C, carries 0.238; number 7, C, carries -0.333; number 8, C, carries -0.118; number 9, C, carries -0.315; number 10, C, carries -0.134; number 11, C, carries -0.307; number 12, C, carries 0.205; number 13, N, carries -0.633; number 14, C, carries -0.237; number 15, C, carries -0.398; number 16, C, carries -0.230; number 17, N, carries -0.656; number 18, C, carries 0.306; number 19, C, carries -0.390; number 20, C, carries -0.052; number 21, C, carries -0.339; number 22, C, carries -0.125; number 23, C, carries -0.321; number 24, C, carries 0.222; number 25, N, carries -0.634; number 26, C, carries -0.226; number 27, C, carries -0.401; number 28, H, carries 0.212; number 29, H, carries 0.215; number 30, H, carries 0.201; number 31, H, carries 0.219; number 32, H, carries 0.182; number 33, H, carries 0.196; number 34, H, carries 0.214; number 35, H, carries 0.206; number 36, H, carries 0.211; number 37, H, carries 0.205; number 38, H, carries 0.207; number 39, H, carries 0.191; number 40, H, carries 0.185; number 41, H, carries 0.208; number 42, H, carries 0.215; number 43, H, carries 0.182; number 44, H, carries 0.197; number 45, H, carries 0.210; number 46, H, carries 0.194; number 47, H, carries 0.208; number 48, H, carries 0.205; number 49, H, carries 0.208; number 50, H, carries 0.189; number 51, H, carries 0.196; number 52, H, carries 0.201; number 53, H, carries 0.204; number 54, S, carries -0.287; number 55, C, carries 0.326; number 56, N, carries -0.602; number 57, C, carries -0.218; number 58, C, carries -0.419; number 59, C, carries -0.213; number 60, N, carries -0.604; number 61, H, carries 0.432; number 62, H, carries 0.192; number 63, H, carries 0.222; number 64, H, carries 0.225; number 65, H, carries 0.214; number 66, H, carries 0.190; number 67, H, carries 0.212; number 68, H, carries 0.422

=====

The following is a quantum chemistry calculation of a molecular structure, C19H21BN2O4SSn, from the OMol25 dataset.

XYZ file:
```
49
Properties=species:S:1:pos:R:3:forces:R:3
Sn 8.439644 10.593503 10.764720 -0.7 1.5 -0.9
O 7.653125 12.217646 9.786290 0.0 -2.0 1.6
C 8.226228 13.116634 9.011782 1.7 1.5 -1.7
C 7.409227 14.157009 8.500491 -0.2 -0.4 0.2
C 7.907870 15.137453 7.663985 0.1 0.0 0.2
C 9.256867 15.147266 7.324471 0.4 0.2 -0.1
C 10.098335 14.153806 7.780928 -0.2 0.1 0.0
C 9.632402 13.103256 8.604692 -2.3 0.4 0.1
C 10.474670 11.996203 8.914477 1.1 -0.2 0.2
N 10.229277 10.926942 9.712365 -0.1 -0.2 0.5
C 11.390168 10.129970 9.760287 -0.5 -0.1 0.1
C 12.310447 10.704454 8.962396 0.6 -0.4 -0.3
N 11.751697 11.868785 8.467027 -1.0 -0.6 0.5
H 6.347977 14.166496 8.757477 0.4 -0.1 0.1
H 7.288107 15.949249 7.274642 0.0 -0.5 0.3
H 9.620246 15.967708 6.703175 0.1 -0.4 0.2
H 11.142520 14.221823 7.493953 -0.1 -0.1 0.0
H 11.400804 9.220861 10.362436 0.2 0.4 -0.4
H 13.283678 10.333251 8.619156 -0.5 0.4 0.4
H 12.182375 12.504909 7.821438 0.1 0.0 -0.1
O 8.002791 9.314989 13.905857 0.1 1.9 -0.1
B 8.107040 10.496085 13.152190 0.0 0.0 2.6
O 8.121409 11.670143 13.937960 0.1 -1.9 -0.9
C 8.087874 11.200607 15.290369 -0.1 -1.4 -0.9
C 8.170788 11.921696 16.447525 0.1 0.2 0.3
C 8.182363 11.172114 17.648363 0.0 1.2 -0.2
C 8.070756 9.808659 17.641103 -0.2 -1.7 0.2
C 7.980458 9.047163 16.452264 -0.2 -0.5 -0.1
C 7.995116 9.782102 15.305571 0.3 1.4 -1.9
H 8.244047 13.010764 16.446356 0.0 -0.4 0.0
H 8.280621 11.708115 18.600399 -0.1 -0.3 -0.5
H 8.032533 9.246203 18.582341 0.1 0.4 -0.4
H 7.880996 7.942534 16.400460 0.2 1.0 0.3
C 5.494022 6.364926 11.430094 -0.3 -0.2 0.0
C 6.493795 6.767118 10.367826 0.3 -0.3 -0.2
S 6.132897 8.467570 9.786991 1.2 -0.4 -0.9
O 7.562858 9.165165 9.493196 -0.1 0.2 1.3
C 5.694037 8.155557 8.068420 -0.6 -0.2 -0.4
C 6.666948 7.386626 7.179878 0.6 0.3 0.3
H 5.764249 5.374024 11.823969 -0.2 0.3 -0.2
H 4.491397 6.323917 10.987897 0.1 -0.2 0.3
H 5.478845 7.064379 12.257995 0.0 0.1 0.2
H 6.447264 6.063838 9.521310 0.1 0.5 0.1
H 7.520780 6.752846 10.745729 -0.1 0.3 -0.1
H 5.514234 9.147176 7.663296 -0.1 0.2 0.1
H 4.730084 7.642178 8.115171 -0.1 0.1 0.1
H 7.693806 7.704726 7.380952 -0.1 0.0 -0.1
H 6.449360 7.653965 6.137882 0.0 -0.2 0.3
H 6.615390 6.307118 7.306447 -0.1 0.1 -0.1
```
Positions in Å, forces in eV/Å.

**HOMO level**: -13.837 eV
**Kohn-Sham gap**: 6.87 eV
**ΔE to the lowest compared entry with this formula, charge and spin**: 0.0 kJ/mol
**Charge**: +2
**LUMO energy**: -6.970 eV

Let us look at the natural (NBO) charges, expressed in e, one per atom: number 1, Sn, carries 1.930; number 2, O, carries -0.821; number 3, C, carries 0.375; number 4, C, carries -0.266; number 5, C, carries -0.122; number 6, C, carries -0.227; number 7, C, carries -0.151; number 8, C, carries -0.186; number 9, C, carries 0.438; number 10, N, carries -0.682; number 11, C, carries -0.092; number 12, C, carries -0.026; number 13, N, carries -0.481; number 14, H, carries 0.242; number 15, H, carries 0.246; number 16, H, carries 0.245; number 17, H, carries 0.208; number 18, H, carries 0.244; number 19, H, carries 0.269; number 20, H, carries 0.452; number 21, O, carries -0.679; number 22, B, carries 0.838; number 23, O, carries -0.667; number 24, C, carries 0.274; number 25, C, carries -0.246; number 26, C, carries -0.180; number 27, C, carries -0.187; number 28, C, carries -0.219; number 29, C, carries 0.200; number 30, H, carries 0.255; number 31, H, carries 0.250; number 32, H, carries 0.247; number 33, H, carries 0.254; number 34, C, carries -0.629; number 35, C, carries -0.569; number 36, S, carries 1.195; number 37, O, carries -1.009; number 38, C, carries -0.567; number 39, C, carries -0.631; number 40, H, carries 0.261; number 41, H, carries 0.230; number 42, H, carries 0.225; number 43, H, carries 0.257; number 44, H, carries 0.255; number 45, H, carries 0.263; number 46, H, carries 0.261; number 47, H, carries 0.231; number 48, H, carries 0.262; number 49, H, carries 0.231

=====

The following is a quantum chemistry calculation of a gas-phase ion, C4H6NO3S (charge -1), from the OMol25 dataset.

XYZ file:
```
15
Properties=species:S:1:pos:R:3:forces:R:3
C 1.490516 0.182862 0.124719 0.4 0.0 0.1
C 0.051397 -0.154560 -0.165571 -0.1 -0.2 -3.3
C -0.559347 -1.269748 0.632476 -0.1 -0.4 0.1
C 0.011516 -0.543921 -1.815149 -0.4 1.1 4.2
N 0.003480 -0.831604 -2.921252 0.1 -0.3 -0.8
S -0.944317 1.366884 0.181754 -0.5 0.4 -0.3
O -2.327890 0.999015 -0.086635 0.3 -0.1 0.0
O -0.653513 1.562636 1.600252 0.0 -0.1 -0.2
O -0.413809 2.402053 -0.692181 0.1 -0.3 0.1
H 1.520746 0.688262 1.089159 0.1 -0.1 0.1
H 2.128434 -0.706044 0.147078 -0.1 0.0 0.0
H 1.858861 0.876558 -0.627869 0.1 0.0 0.0
H -0.342769 -1.082529 1.682874 0.0 0.0 0.1
H -0.184017 -2.257687 0.351389 0.1 0.1 0.0
H -1.639289 -1.232177 0.498956 0.0 -0.2 0.0
```
Positions in Å, forces in eV/Å.

**HOMO level**: -5.437 eV
**Kohn-Sham gap**: 9.12 eV
**ΔE to the lowest compared entry with this formula, charge and spin**: 44.8 kJ/mol
**Charge**: -1
**SMILES string**: CC(C)(C#N)S(=O)(=O)[O-]
**LUMO energy**: 3.687 eV

Let us look at the natural (NBO) charges, expressed in e, one per atom: number 1, C, carries -0.640; number 2, C, carries -0.308; number 3, C, carries -0.644; number 4, C, carries 0.310; number 5, N, carries -0.423; number 6, S, carries 2.412; number 7, O, carries -1.018; number 8, O, carries -1.031; number 9, O, carries -1.013; number 10, H, carries 0.245; number 11, H, carries 0.193; number 12, H, carries 0.236; number 13, H, carries 0.230; number 14, H, carries 0.200; number 15, H, carries 0.251

=====

Summary of maximum force in eV/Å
0.53, 2.82, 4.39
(order as listed above)